No. 1
Entry from the OMol25 dataset: a molecular structure, C24H18MnNO8S2 (ωB97M-V with the def2-TZVPD basis set).

Summary:
**<S²>**: 6.08
**Gap between HOMO and LUMO (alpha / beta)**: 6.9 / 7.8 eV
**Relative energy (zero: lowest compared OMol25 entry of this formula, charge and spin)**: 0.0 kcal/mol

```
! wB97M-V def2-TZVPD RIJCOSX def2/J DEFGRID3
* xyz 0 5
Mn -0.972 0.655 -0.860
O 2.040 2.469 -3.349
C 1.123 1.743 -2.792
O 0.249 2.229 -2.112
C 1.233 0.248 -2.959
C 2.148 -0.515 -3.672
C 1.999 -1.909 -3.697
C 1.093 -2.520 -2.856
C 0.225 -1.704 -2.106
N 0.274 -0.382 -2.306
C -0.880 -2.212 -1.162
O -1.208 -3.381 -1.110
O -1.433 -1.210 -0.521
H 1.914 3.376 -3.135
H 2.877 -0.021 -4.212
H 2.723 -2.467 -4.311
H 1.032 -3.618 -2.673
C -8.200 -1.644 0.486
C -7.017 -0.796 0.142
C -7.100 0.422 -0.479
C -6.047 1.131 -0.970
C -4.743 0.640 -0.749
C -4.567 -0.574 -0.126
C -5.697 -1.271 0.317
S -3.448 1.745 -1.165
O -3.974 3.067 -1.484
O -2.633 1.052 -2.242
O -2.562 1.757 0.051
H -8.996 -0.989 0.960
H -7.935 -2.458 1.213
H -8.675 -2.065 -0.425
H -8.084 0.801 -0.709
H -6.195 2.056 -1.498
H -3.556 -1.019 0.005
H -5.527 -2.236 0.754
C 5.717 -0.022 5.052
C 7.121 0.195 4.484
O 8.082 0.306 5.172
S 7.295 0.407 2.670
C 5.657 0.611 2.110
C 5.006 -0.512 1.624
C 3.720 -0.378 1.168
C 3.101 0.892 1.090
C 3.807 1.986 1.538
C 5.080 1.878 2.033
C 1.715 0.864 0.642
C 0.572 0.740 0.342
H 5.078 0.876 4.955
H 5.690 -0.358 6.071
H 5.223 -0.790 4.435
H 5.511 -1.520 1.696
H 3.203 -1.238 0.775
H 3.277 2.941 1.489
H 5.663 2.724 2.406
*
```

Atom charges from the Löwdin analysis, given in e for atoms 1 to 4:
1 Mn 0.947
2 O 0.204
3 C -0.444
4 O 0.086


No. 2
Entry from the OMol25 dataset: a molecular structure, C19H8Br8O5PtS (ωB97M-V with the def2-TZVPD basis set).

Summary:
**Gap between HOMO and LUMO**: 5.6 eV
**Relative energy (zero: lowest compared OMol25 entry of this formula, charge and spin)**: 33.5 kcal/mol

```
! wB97M-V def2-TZVPD RIJCOSX def2/J DEFGRID3
* xyz -2 1
Pt 0.319 -0.071 0.186
Br -3.667 -4.576 3.784
C -2.466 -3.187 3.312
C -1.818 -2.457 4.284
Br -2.113 -2.813 6.123
C -0.922 -1.445 3.895
Br 0.002 -0.378 5.162
C -0.669 -1.161 2.565
O 0.186 -0.247 2.176
C -1.356 -1.881 1.568
O -1.133 -1.560 0.324
C -2.221 -2.893 1.959
Br -3.085 -3.830 0.555
Br 5.982 0.202 -3.992
C 4.200 0.245 -3.341
C 3.134 0.287 -4.214
Br 3.409 0.334 -6.089
C 1.827 0.290 -3.692
Br 0.300 0.408 -4.814
C 1.573 0.230 -2.333
O 0.368 0.219 -1.825
C 2.668 0.226 -1.431
O 2.407 0.249 -0.167
C 3.956 0.223 -1.958
Br 5.366 0.256 -0.691
C -2.596 3.531 -0.566
S -1.742 1.958 -0.228
O -2.207 1.657 1.158
C -0.134 2.766 -0.104
C 0.537 3.168 -1.250
C 1.773 3.783 -1.128
C 2.322 4.001 0.130
C 1.636 3.600 1.267
C 0.399 2.980 1.156
H -2.342 4.226 0.233
H -3.664 3.317 -0.570
H -2.280 3.916 -1.536
H 0.125 2.943 -2.227
H 2.320 4.066 -2.019
H 3.296 4.466 0.218
H 2.076 3.743 2.246
H -0.142 2.620 2.023
*
```

Atom charges from the Löwdin analysis, given in e for atoms 1 to 4:
1 Pt 1.202
2 Br 0.631
3 C -0.774
4 C -0.773


No. 3
Entry from the OMol25 dataset: a gas-phase ion, C4H14N2O (charge +2) (ωB97M-V with the def2-TZVPD basis set).

Summary:
**Gap between HOMO and LUMO**: 11.4 eV
**Relative energy (zero: lowest compared OMol25 entry of this formula, charge and spin)**: 46.6 kcal/mol
**Structure (SMILES)**: [NH3+]CC[C@H]([NH3+])CO

```
! wB97M-V def2-TZVPD RIJCOSX def2/J DEFGRID3
* xyz 2 1
N -0.488 -1.887 -1.466
C -1.226 -0.641 -1.092
C -1.093 -0.120 0.246
C 0.415 0.007 0.739
N 0.491 0.655 2.105
C 0.882 1.165 -0.262
O 1.929 1.908 0.183
H -0.850 -2.675 -0.868
H 0.487 -1.866 -1.323
H -0.689 -2.099 -2.469
H -0.829 0.153 -1.828
H -2.218 -0.809 -1.293
H -1.614 0.871 0.243
H -1.530 -0.819 1.056
H 0.829 -1.043 0.758
H 0.947 0.027 2.713
H 0.949 1.602 1.981
H -0.442 0.965 2.502
H 0.110 2.026 -0.401
H 1.159 0.724 -1.274
H 2.781 1.854 -0.249
*
```

Atom charges from the Löwdin analysis, given in e for atoms 1 to 4:
1 N 0.228
2 C -0.182
3 C -0.174
4 C -0.205


No. 4
Entry from the OMol25 dataset: a single C18H23N5OS molecule (ωB97M-V with the def2-TZVPD basis set).

Summary:
**Gap between HOMO and LUMO**: 9.0 eV
**Relative energy (zero: lowest compared OMol25 entry of this formula, charge and spin)**: 62.0 kcal/mol
**Structure (SMILES)**: N#Cc1n[nH]/c(=N\C[C@@H]2CC[C@@H](NC(=O)C#CC3CCCCC3)C2)s1

```
! wB97M-V def2-TZVPD RIJCOSX def2/J DEFGRID3
* xyz 0 1
N 3.064 2.462 9.499
C 2.294 2.378 8.651
C 1.338 2.207 7.604
N 0.754 3.209 7.057
N -0.096 2.785 6.103
C -0.213 1.419 5.866
N -0.942 0.794 5.053
C -1.804 1.568 4.174
C -1.070 2.069 2.930
C -1.988 2.943 2.042
C -1.729 2.481 0.609
C -1.511 0.980 0.799
N -0.941 0.280 -0.335
C -1.554 0.245 -1.545
O -2.644 0.740 -1.758
C -0.787 -0.453 -2.576
C -0.178 -1.016 -3.444
C 0.567 -1.706 -4.496
C 2.034 -1.919 -4.097
C 2.800 -2.641 -5.200
C 2.137 -3.968 -5.558
C 0.677 -3.760 -5.954
C -0.099 -3.043 -4.854
C -0.601 0.910 2.023
S 0.907 0.628 6.990
H -0.609 3.487 5.599
H -2.626 0.921 3.860
H -2.270 2.418 4.696
H -0.200 2.647 3.255
H -3.033 2.748 2.302
H -1.819 4.010 2.185
H -2.537 2.706 -0.082
H -0.807 2.924 0.219
H -2.482 0.528 1.031
H -0.036 -0.149 -0.248
H 0.544 -1.067 -5.387
H 2.496 -0.957 -3.868
H 2.059 -2.513 -3.178
H 2.835 -2.004 -6.091
H 3.835 -2.802 -4.890
H 2.683 -4.461 -6.366
H 2.182 -4.638 -4.692
H 0.634 -3.164 -6.872
H 0.202 -4.716 -6.179
H -0.130 -3.666 -3.954
H -1.132 -2.868 -5.156
H 0.431 1.079 1.700
H -0.634 -0.052 2.534
*
```

Atom charges from the Löwdin analysis, given in e for atoms 1 to 4:
1 N 0.172
2 C -0.216
3 C -0.619
4 N 0.061


No. 5
Entry from the OMol25 dataset: a molecular structure, C3H3CaNO3 (ωB97M-V with the def2-TZVPD basis set).

Summary:
**Gap between HOMO and LUMO**: 12.0 eV

```
! wB97M-V def2-TZVPD RIJCOSX def2/J DEFGRID3
* xyz 2 1
O 3.224 -0.238 -3.347
C 2.389 -0.312 -2.573
Ca 0.055 -0.683 -0.516
C -0.657 1.620 -0.969
C 1.570 0.060 1.260
O -1.038 2.686 -1.188
O 2.249 0.358 2.144
N -1.735 -0.889 1.083
H -2.644 -0.576 0.725
H -1.491 -0.238 1.838
H -1.921 -1.787 1.544
*
```

Atom charges from the Löwdin analysis, given in e for atoms 1 to 4:
1 O 0.125
2 C 0.032
3 Ca 1.317
4 C -0.001


No. 6
Entry from the OMol25 dataset: a molecular structure, C6H7AgO6 (ωB97M-V with the def2-TZVPD basis set).

Summary:
**Gap between HOMO and LUMO (alpha / beta)**: 5.7 / 5.7 eV
**Relative energy (zero: lowest compared OMol25 entry of this formula, charge and spin)**: 143.3 kcal/mol

```
! wB97M-V def2-TZVPD RIJCOSX def2/J DEFGRID3
* xyz 0 1
O 2.200 0.184 0.995
O 2.559 -1.892 0.603
O 0.394 -0.683 -0.449
C 2.897 -0.325 2.077
C 3.327 -1.526 1.694
C 1.846 -0.845 0.217
H 2.668 0.093 3.050
H 4.133 -2.168 2.026
O -2.249 -1.338 -5.326
C -1.528 -0.895 -4.196
C -2.531 -0.415 -3.160
O -1.869 0.090 -2.015
C -1.705 -0.721 -0.828
O -2.500 -1.635 -0.711
H -1.814 -2.104 -5.709
H -0.840 -0.071 -4.452
H -0.922 -1.709 -3.765
H -3.204 -1.237 -2.878
H -3.141 0.400 -3.572
Ag -0.402 1.585 -0.506
*
```

Atom charges from the Löwdin analysis, given in e for atoms 1 to 4:
1 O 0.038
2 O 0.106
3 O -0.261
4 C -0.041